Computed, not measured: the molecule CH4Cl2OSi at a distorted geometry, with ωB97M-V/def2-TZVPD.

```
9
Properties=species:S:1:pos:R:3:forces:R:3:lowdin_charge:R:1
Cl -0.765 -0.458 2.905 -0.1 0.5 -0.2 0.320
Cl -2.252 -0.329 -0.058 -1.2 -0.6 -0.8 0.384
Si -0.880 0.454 1.098 4.8 -1.7 -1.2 -0.173
O 0.856 -0.282 0.301 -2.5 1.5 4.2 -0.418
C 1.069 -0.332 -1.056 -3.2 0.8 -1.2 -0.268
H 1.174 -1.375 -1.410 0.5 0.5 0.1 0.086
H 0.044 0.013 -1.398 1.3 -0.4 -1.3 0.031
H 1.801 0.397 -1.425 0.2 -0.5 0.1 0.076
H -1.048 1.912 1.043 0.3 -0.1 0.3 -0.039
```
Positions in Å, forces in eV/Å.

Energy, eV: -36073.5632
ΔE to the lowest compared entry with this formula, charge and spin, kJ/mol: 270.79
SMILES: CO[SiH](Cl)Cl
Net charge: 0

---

Computed, not measured: a cluster of 2 separate species, C11H18N in total at a distorted geometry, with ωB97M-V/def2-TZVPD.

```
30
Properties=species:S:1:pos:R:3:forces:R:3:lowdin_charge:R:1
N 2.510 0.823 -0.234 4.3 0.2 -1.0 0.226
C 0.537 2.825 0.755 -1.1 -0.4 -2.8 0.035
C -3.540 -1.780 0.562 -0.2 -0.2 -0.6 -0.123
C 1.614 -1.406 0.209 -0.4 -1.3 0.4 0.000
C -2.140 0.443 0.577 -2.2 -0.3 -0.6 -0.007
C 4.031 -1.054 -0.485 1.3 1.1 -0.1 -0.010
C -2.954 -0.566 -0.152 0.6 -0.5 -1.5 -0.260
C -1.035 2.074 -1.352 -0.1 -0.7 1.8 0.017
C -0.451 2.336 -0.009 0.2 0.8 0.8 -0.239
C 2.693 -0.481 -0.148 0.4 1.3 -0.2 -0.327
C -4.413 -0.644 0.276 -0.6 -0.3 -2.1 -0.124
C -1.457 1.363 -0.102 0.1 0.1 1.7 -0.187
H -4.626 -0.073 1.109 -0.6 1.4 1.4 0.075
H -3.819 -2.691 0.046 0.7 0.0 -0.2 0.110
H 4.260 -1.927 0.173 -0.1 0.9 -0.5 0.109
H -2.569 0.573 1.599 1.6 0.0 -0.2 0.144
H -1.786 2.748 -1.693 -0.2 0.3 -0.8 0.118
H 1.924 -2.388 0.732 -0.2 1.8 -1.0 0.142
H 0.558 2.500 1.722 0.2 -0.4 2.7 0.047
H 1.735 1.423 0.057 -0.9 -0.4 0.1 0.056
H -0.434 1.450 -1.925 0.9 -0.3 -2.1 0.081
H -3.321 -1.877 1.583 0.5 -0.4 1.2 0.087
H 4.800 -0.185 -0.338 -1.0 -2.0 -0.5 0.126
H -2.591 -0.710 -1.223 -1.1 0.2 1.4 0.159
H 3.405 1.460 -0.541 -2.9 -2.3 0.9 0.224
H 0.858 -0.909 0.786 -0.5 0.2 0.4 0.079
H 1.324 3.404 0.340 0.4 0.8 -0.1 0.063
H 4.049 -1.442 -1.548 -0.1 0.6 1.1 0.130
H 1.119 -1.651 -0.745 0.1 -0.2 0.2 0.124
H -5.249 -0.727 -0.435 0.7 0.0 0.2 0.124
```
Positions in Å, forces in eV/Å.

Energy, eV: -13177.5711
ΔE to the lowest compared entry with this formula, charge and spin, kJ/mol: 495.87
Net charge: +1

---

Computed, not measured: a structure of composition C30H48BF3N2NbO23 at a distorted geometry, with ωB97M-V/def2-TZVPD.

```
108
Properties=species:S:1:pos:R:3:forces:R:3:lowdin_charge:R:1
Nb 1.665 -2.037 1.856 -1.0 -0.4 2.6 1.788
F 4.592 -1.141 1.133 0.4 0.2 0.2 0.028
F 3.190 -0.802 -0.479 0.1 0.4 -0.3 -0.033
F 3.984 -2.766 -0.141 0.5 -0.4 -0.2 0.030
O -0.331 -3.800 -4.054 0.4 -0.1 -0.1 0.086
O -5.196 3.558 3.954 0.2 -0.2 -0.2 0.079
O -1.497 -0.889 4.128 -0.4 0.9 2.1 0.068
O 1.738 -3.660 -4.898 -0.2 -0.1 0.0 0.057
O -7.071 -1.091 4.220 -0.1 -0.3 -0.3 0.089
O 6.165 4.032 -10.353 0.2 0.2 0.1 0.060
O 1.129 -5.486 -3.716 0.0 0.0 -0.1 0.155
O -6.002 -1.419 2.258 -0.8 -0.3 0.0 0.160
O -7.589 -2.872 2.957 0.1 0.1 0.2 0.060
O -5.539 1.746 2.640 -0.2 0.2 0.0 0.173
O 4.504 2.646 -4.758 -0.3 -0.1 -0.2 0.049
O -3.660 2.972 2.431 -0.3 0.1 0.1 0.056
O 6.783 5.814 -9.148 0.0 -0.2 -0.4 0.082
O 1.150 1.243 6.836 1.9 3.1 0.8 0.164
O 1.303 -3.675 -1.044 0.3 -0.3 0.9 0.057
O 2.838 2.718 -6.285 0.1 0.1 0.0 0.142
O 7.905 5.297 -11.040 0.0 0.0 0.0 0.159
O 1.211 0.817 4.028 -1.4 2.7 -0.4 0.104
O -0.771 -3.067 -0.038 0.8 -0.8 0.5 0.016
O 1.306 -0.675 5.708 -0.1 -0.1 0.0 0.064
O 3.991 -4.145 2.551 -0.2 -0.4 -0.1 -0.190
O 5.800 -3.937 3.582 -0.2 0.1 0.2 0.010
O 3.352 0.790 -5.239 0.1 0.4 -0.2 0.080
N 4.627 -3.874 3.724 0.2 -0.3 -0.3 -0.088
N -2.172 -1.219 1.997 -0.4 0.4 0.4 -0.131
C 3.501 2.110 -5.504 -0.1 0.0 0.1 -0.563
C 7.038 5.071 -10.259 0.1 0.0 0.0 -0.559
C -3.439 -0.634 2.499 0.6 0.3 -0.7 -0.092
C 4.859 1.656 -3.776 0.3 0.2 0.1 -0.086
C -1.305 -1.473 3.105 0.6 -0.5 -0.8 -0.542
C 0.971 -2.600 -5.479 0.3 0.2 0.0 -0.098
C -4.006 4.309 4.245 -0.1 0.6 0.2 -0.336
C 4.506 0.378 -4.482 0.1 -0.7 0.5 -0.329
C -0.145 -2.442 -4.480 -0.5 0.4 -0.2 -0.329
C -0.687 -0.173 7.052 0.3 -1.4 -0.2 0.013
C -4.335 5.698 4.736 -0.4 0.0 0.0 -0.027
C 5.502 5.393 -8.648 -0.1 0.1 0.7 -0.335
C -6.804 -1.757 3.059 0.2 0.2 -0.1 -0.525
C 5.467 3.961 -9.102 -0.3 -0.2 -0.2 -0.097
C -8.211 -3.058 4.231 -0.2 -0.2 -0.2 -0.109
C 2.546 -4.025 2.664 0.2 1.0 0.3 -0.303
C -1.616 -0.213 1.081 0.9 -0.5 -0.7 -0.104
C -0.193 -2.497 3.083 -0.5 -0.5 -1.4 -0.218
C 4.187 -0.774 -3.563 -0.5 0.0 -0.1 -0.006
C 3.519 -1.690 0.522 -0.8 -0.3 -0.3 -0.691
C -4.869 2.665 2.974 0.0 -0.2 -0.1 -0.549
C -8.278 -1.646 4.755 0.0 0.0 0.6 -0.343
C -3.300 4.267 2.915 0.4 -0.1 -0.1 -0.097
C -1.417 -1.861 -5.047 -0.3 -0.3 0.0 -0.020
C 1.667 -0.169 4.458 1.8 -2.2 -0.7 -0.601
C 0.870 -4.421 -4.176 0.0 -0.1 0.3 -0.563
C 2.636 -1.020 3.696 -0.2 0.1 1.0 -0.217
C 0.673 0.235 6.522 -2.3 -2.2 -0.2 -0.533
C -8.314 -1.538 6.260 0.3 0.1 0.1 -0.025
C 5.396 5.568 -7.155 0.3 0.2 0.2 -0.019
B 0.649 -3.049 0.017 -0.8 0.5 -2.0 -0.683
H -1.043 -3.929 0.315 -0.5 0.3 -0.2 0.087
H 2.992 -1.800 4.383 0.1 0.0 -0.3 0.039
H 5.282 0.086 -5.197 0.0 0.1 0.0 0.158
H -8.137 -0.509 6.574 -0.1 0.0 0.0 0.088
H -3.676 5.013 2.209 -0.1 0.1 0.1 0.137
H 4.738 5.994 -9.151 0.0 -0.1 -0.1 0.160
H 1.573 -1.699 -5.594 0.1 -0.1 0.1 0.128
H -1.052 0.573 1.603 -0.3 0.0 0.1 0.083
H 0.176 -1.864 -3.609 0.1 -0.1 0.0 0.163
H -7.569 -3.706 4.834 0.0 0.1 0.1 0.138
H -2.404 0.227 0.469 -0.1 -0.1 0.2 0.087
H 3.727 -1.593 -4.118 0.2 -0.1 0.0 0.081
H 5.090 -1.144 -3.078 0.0 0.0 0.0 0.101
H 0.621 -2.928 -6.463 -0.1 0.0 0.0 0.137
H 4.257 1.831 -2.882 0.0 -0.2 0.0 0.145
H -2.220 4.364 3.001 0.0 -0.2 -0.1 0.144
H 3.479 -0.477 -2.790 0.1 0.0 0.0 0.078
H 1.119 -0.372 1.402 0.7 0.2 0.0 -0.034
H -0.651 -3.424 2.703 0.2 0.1 0.0 0.054
H -3.946 -1.279 3.202 0.2 0.0 0.2 0.080
H 6.093 4.910 -6.632 0.0 -0.1 -0.1 0.088
H 3.478 -0.372 3.437 -0.1 -0.1 -0.2 0.061
H -0.965 -1.148 6.647 -0.1 0.2 -0.1 0.069
H 1.096 -4.621 -1.077 -0.2 0.2 -0.6 0.091
H -9.190 -3.521 4.123 0.1 0.0 -0.2 0.136
H 5.913 1.724 -3.517 0.0 0.2 -0.1 0.141
H 4.455 3.585 -9.238 0.1 0.0 -0.2 0.142
H -1.452 0.548 6.775 0.2 0.1 0.0 0.087
H -3.430 6.217 5.054 0.0 -0.1 0.0 0.089
H 2.041 -4.875 2.189 0.5 -0.1 0.0 0.047
H -3.448 3.762 5.010 0.1 -0.1 -0.1 0.162
H -0.918 -0.678 0.382 -0.1 0.0 0.1 0.034
H 5.650 6.588 -6.866 -0.1 0.0 -0.1 0.087
H -5.029 5.654 5.575 0.1 0.0 0.1 0.085
H 2.309 -4.046 3.737 -0.1 -0.1 -0.1 0.041
H -7.532 -2.148 6.716 0.0 0.0 -0.1 0.088
H -1.291 -0.800 -5.265 0.0 0.0 0.0 0.090
H 6.016 3.288 -8.440 0.0 0.1 0.1 0.140
H 0.127 -2.691 4.111 0.0 0.3 -0.1 0.059
H -1.707 -2.374 -5.967 0.1 0.0 0.0 0.085
H -9.280 -1.864 6.647 0.0 0.0 -0.1 0.087
H -2.240 -1.981 -4.342 0.1 0.1 0.1 0.090
H -4.817 6.287 3.953 0.0 0.0 0.0 0.085
H -3.279 0.378 2.887 0.0 -0.2 0.4 0.074
H -0.622 -0.280 8.137 0.0 0.3 0.0 0.081
H 4.387 5.343 -6.811 0.0 0.0 -0.1 0.089
H -9.118 -1.097 4.318 0.0 -0.1 -0.1 0.159
H -4.074 -0.504 1.632 -0.1 -0.2 0.0 0.069
```
Positions in Å, forces in eV/Å.

Energy, eV: -92336.7836
Net charge: -1